34
Properties=species:S:1:pos:R:3 method="wB97M-V/def2-TZVPD" smiles="CCC[C@@H]1[C@@H]([O-])O[P@@](=O)([O-])C1(CC)CC" e_above_lowest_ev=0.000 total_charge=-2 lumo_ha=0.209
C -1.084 2.187 0.724
C 3.314 1.648 -0.228
C -0.768 -0.760 -2.370
C -2.376 -1.862 1.765
C 1.826 1.696 -0.532
C -1.211 -1.352 -1.001
C -1.294 -0.830 1.475
C 0.993 0.892 0.444
C -0.462 0.957 -0.080
C -1.334 -0.237 0.034
O -4.063 0.261 0.732
O -2.490 2.197 0.165
O -0.391 3.294 0.636
O -3.380 0.676 -1.759
P -3.002 0.742 -0.271
H -1.345 1.892 1.725
H 3.631 1.789 0.823
H 3.802 0.720 -0.589
H 3.680 2.627 -0.570
H -1.320 0.139 -2.506
H -0.762 -1.405 -3.246
H 0.331 -0.661 -2.531
H -1.931 -2.857 1.255
H -3.320 -1.660 1.412
H -2.476 -1.933 2.823
H 1.605 1.400 -1.620
H 1.329 2.633 -0.415
H -0.574 -2.113 -0.562
H -2.150 -1.869 -1.126
H -1.071 -0.080 2.293
H -0.302 -1.282 1.658
H 1.387 -0.259 0.353
H 1.023 1.119 1.433
H -0.506 1.282 -1.072

67
Properties=species:S:1:pos:R:3 method="wB97M-V/def2-TZVPD" e_above_lowest_ev=0.000 total_charge=-1 spin_multiplicity=3 lumo_ha="0.078 / 0.078"
Ti -0.534 -0.349 0.373
O 3.714 -1.172 -0.688
C 4.148 0.081 -0.906
C 5.485 0.232 -1.287
C 6.008 1.485 -1.527
C 5.211 2.621 -1.395
C 3.891 2.476 -1.021
C 3.336 1.219 -0.771
C 1.909 1.102 -0.380
O 1.441 -0.092 -0.146
N 1.202 2.190 -0.291
N -0.106 1.883 0.081
C -0.821 2.896 0.364
S -2.516 2.718 0.766
C -2.576 4.310 1.623
C -1.777 5.302 0.800
S -0.184 4.538 0.381
H 2.769 -1.107 -0.414
H 6.086 -0.663 -1.382
H 7.046 1.582 -1.820
H 5.621 3.605 -1.582
H 3.247 3.338 -0.911
H -2.155 4.194 2.622
H -3.623 4.603 1.704
H -1.566 6.213 1.361
H -2.309 5.561 -0.116
O -3.492 -0.948 -2.296
C -2.604 -0.040 -1.764
O -2.172 -0.349 -0.553
C -1.560 0.459 -2.741
N -2.171 0.647 -4.073
C -1.219 0.193 -5.086
C -0.623 -1.040 -4.423
C -0.407 -0.558 -2.987
H -1.139 1.386 -2.339
H -2.486 1.596 -4.212
H -3.556 -0.675 -3.228
H -0.425 0.929 -5.280
H -1.730 -0.018 -6.028
H 0.293 -1.386 -4.900
H -1.354 -1.851 -4.445
H 0.560 -0.059 -2.901
H -0.422 -1.375 -2.260
C 1.493 -3.113 1.952
Si 0.005 -2.896 0.775
C 0.468 -3.953 -0.754
C -1.361 -3.923 1.623
H 1.674 -4.173 2.165
H 1.302 -2.605 2.901
H 2.418 -2.697 1.541
H 0.734 -4.980 -0.477
H 1.314 -3.528 -1.303
H -0.381 -4.001 -1.444
H -1.031 -4.951 1.813
H -2.265 -3.964 1.010
H -1.633 -3.470 2.580
F -1.134 1.107 6.506
C -1.007 0.771 5.188
C -2.009 0.040 4.585
C -1.863 -0.296 3.242
C -0.754 0.086 2.475
C 0.224 0.828 3.155
C 0.118 1.171 4.502
H -2.877 -0.260 5.160
H -2.655 -0.880 2.781
H 1.111 1.169 2.625
H 0.887 1.739 5.010

53
Properties=species:S:1:pos:R:3 method="wB97M-V/def2-TZVPD" total_charge=+2 lumo_ha="-0.283 / -0.283"
Pd 0.462 -0.044 -0.268
N -2.842 -2.548 -2.083
C -1.680 -1.945 -1.896
N -1.484 -0.926 -1.100
C -2.565 -0.403 -0.417
N -2.448 0.647 0.308
N -1.162 1.164 0.290
C -1.072 2.432 0.509
C 0.298 3.000 0.562
C 0.675 4.364 0.159
C 1.968 4.705 0.044
C 3.093 3.744 0.333
C 2.485 2.345 0.533
N 1.125 2.091 0.872
C -3.866 -1.054 -0.534
C -4.993 -0.618 0.175
C -6.195 -1.265 0.010
C -6.301 -2.352 -0.866
C -5.204 -2.797 -1.574
C -3.993 -2.138 -1.395
H -2.897 -3.311 -2.743
H -0.846 -2.334 -2.470
H -1.980 3.017 0.610
H -0.104 5.089 -0.031
H 2.219 5.726 -0.217
H 3.749 4.138 1.110
H 3.140 1.682 1.092
H -4.899 0.227 0.842
H -7.066 -0.933 0.557
H -7.252 -2.851 -0.992
H -5.282 -3.636 -2.253
Se 1.754 -2.156 -1.122
Se 4.054 -1.685 -0.889
C 3.891 0.242 -0.987
C 5.107 1.025 -0.677
C 5.067 2.364 -0.661
C 3.807 3.131 -0.944
C 2.641 2.126 -0.980
N 2.760 0.720 -1.266
C 1.277 -2.653 0.691
C 1.394 -3.914 1.234
C 0.961 -4.072 2.547
C 0.440 -2.987 3.232
C 0.350 -1.760 2.589
N 0.766 -1.610 1.332
H 6.035 0.499 -0.496
H 5.985 2.913 -0.480
H 3.940 3.801 -1.795
H 1.790 2.533 -1.521
H 1.812 -4.734 0.667
H 1.034 -5.038 3.029
H 0.103 -3.081 4.255
H -0.050 -0.881 3.077

29
Properties=species:S:1:pos:R:3 method="wB97M-V/def2-TZVPD" e_above_lowest_ev=1.072 total_charge=-1 lumo_ha=0.106
B -0.042 -1.194 -0.288
F 0.849 -2.109 0.124
F -1.367 -1.501 0.227
F 0.307 -0.034 0.257
F 0.016 -1.079 -1.644
O 0.800 2.221 -1.426
H -0.125 2.020 -1.539
H 1.042 1.708 -0.681
O -1.381 -2.034 2.931
H -1.142 -1.933 2.017
H -2.247 -2.415 2.934
O 1.884 -1.015 2.356
H 1.707 -0.084 2.395
H 1.665 -1.318 1.469
O 2.515 1.764 1.103
H 2.967 1.511 0.331
H 3.276 1.733 1.731
O -3.673 -0.561 0.013
H -3.503 -0.257 0.919
H -2.929 -1.144 -0.133
O 2.129 -0.384 -3.251
H 1.287 -0.596 -2.854
H 2.103 0.562 -3.560
O -1.490 1.037 -3.102
H -1.136 0.292 -2.637
H -1.145 1.141 -3.975
O -0.989 1.089 2.386
H -0.715 1.967 2.229
H -0.661 0.610 1.668

The E_tot results, record by record, are as follows: -1034.743616, -3433.673327, -6239.380654, -1036.159513 hartree.